Here is a molecular structure, C21H34CoN8O2SSi from the Open Molecules 2025 dataset. Energies are from wB97M-V/def2-TZVPD.

Structure (ORCA input):
```
! wB97M-V def2-TZVPD RIJCOSX def2/J DEFGRID3
* xyz 2 2
H -2.92 2.25 3.88
C -1.64 -4.13 1.41
C -4.18 2.24 0.03
H 3.83 -1.02 -2.33
H 1.00 -3.64 -0.51
N -0.93 -5.22 0.65
N 4.56 -2.10 -0.25
C -2.67 1.67 1.82
C 2.56 4.46 -0.09
H 4.40 1.06 -0.97
H 2.19 0.64 -2.06
N -5.48 2.90 -0.33
C 3.25 2.14 1.75
H -1.71 -4.45 2.45
H 0.75 2.19 -1.41
C 1.03 1.89 -0.38
H -0.77 1.20 4.58
N -0.65 -2.45 -0.14
Si 2.70 2.62 0.03
H -0.81 -0.22 -3.21
H 3.50 4.96 0.15
S 2.29 -1.36 0.88
H 0.11 -2.92 1.73
H -2.77 0.91 -4.24
H -1.77 -4.79 -1.22
C -3.54 1.58 -2.36
C -1.53 0.31 -2.59
N -0.66 0.44 1.32
H 4.85 -2.36 0.68
C -0.76 -4.85 -0.81
H 1.51 -0.70 -2.77
H 0.31 2.41 0.25
C -0.02 -3.52 -0.90
N 3.09 -1.09 -1.65
C -3.33 1.61 -0.96
Co 0.59 -0.02 -0.26
H 1.80 4.84 0.60
H -1.50 -2.12 -0.58
H 5.24 -2.15 -0.99
C 3.37 -1.53 -0.40
O -5.81 2.90 -1.50
C 4.03 2.07 -1.18
H -0.23 -5.67 -1.29
C -0.87 -2.83 1.25
H 0.00 -5.36 1.07
C -3.87 2.27 1.33
H 3.72 2.13 -2.23
H -4.55 2.77 2.02
H 4.90 2.72 -1.09
H 0.63 0.08 2.86
N 1.93 -0.34 -1.92
O -6.10 3.41 0.57
C -1.11 1.16 3.56
C -1.83 1.02 0.93
H 3.56 1.10 1.80
H 2.27 4.76 -1.10
C -2.17 0.98 -0.49
H -1.43 -6.10 0.74
H 0.06 -3.25 -1.95
H 2.45 2.28 2.49
H -4.39 2.07 -2.79
H -2.64 -4.07 0.99
C -0.32 0.52 2.59
C -2.29 1.73 3.17
N -1.30 0.33 -1.29
C -2.64 0.94 -3.17
H 4.09 2.75 2.07
H -1.40 -2.03 1.77
*
```

Properties
Gap between HOMO and LUMO (spin up / spin down): 0.2618 / 0.2727 hartree
<S²>: 0.8240
E_tot: -94669.455 eV
LUMO level (spin up / spin down): -5.64 / -5.65 eV
ΔE to the lowest compared entry with this formula, charge and spin: 0.640 eV



Here is 2 unconnected molecules or ions with the total composition C3H5N3O4S from the Open Molecules 2025 dataset. Energies are from wB97M-V/def2-TZVPD.

Structure (ORCA input):
```
! wB97M-V def2-TZVPD RIJCOSX def2/J DEFGRID3
* xyz 0 1
O -0.21 1.99 3.21
O -2.59 1.23 3.64
O -1.49 2.64 -0.93
H -1.78 -0.85 2.11
H -0.98 1.47 -2.82
H -0.48 0.10 -3.96
H 0.71 0.90 -3.03
S -1.40 1.23 2.88
N -0.88 -0.95 -1.04
C -1.83 1.76 1.25
C -0.28 0.59 -3.04
C -0.61 -0.34 -1.98
N -0.92 -0.27 2.54
O -1.01 -1.57 0.00
H -0.16 -0.51 2.07
N -1.67 2.18 0.15
*
```

Properties
Gap between HOMO and LUMO: 0.3857 hartree
E_tot: -26680.564 eV
LUMO level: 0.39 eV
ΔE to the lowest compared entry with this formula, charge and spin: 5.095 eV



Here is 7 unconnected molecules or ions with the total composition C7H28N14O7 from the Open Molecules 2025 dataset. Energies are from wB97M-V/def2-TZVPD.

Structure (ORCA input):
```
! wB97M-V def2-TZVPD RIJCOSX def2/J DEFGRID3
* xyz 1 2
H -7.62 -23.22 3.44
N -8.30 -21.36 0.38
H -3.10 -18.85 2.56
O -3.93 -24.17 9.43
H -8.78 -22.46 5.65
C -3.74 -24.53 8.27
N -7.74 -23.45 0.45
H -9.96 -25.48 6.07
O -1.33 -25.04 5.05
O -4.89 -24.18 4.47
H -6.19 -22.11 2.68
H -8.61 -20.48 0.78
C -8.29 -22.45 1.10
H -7.62 -24.37 0.87
H -9.50 -18.68 6.67
H -8.60 -26.03 5.18
C -8.09 -25.27 6.95
H -7.35 -24.74 4.27
N -8.96 -25.47 5.94
H -4.58 -22.16 3.35
O -8.85 -22.59 2.21
H -8.35 -21.57 -0.61
C -1.75 -20.10 3.31
N -8.59 -24.47 7.80
C -9.51 -20.73 6.17
C -5.79 -23.53 4.06
H -2.71 -24.45 2.34
H -8.39 -19.81 7.42
H -4.59 -25.37 6.64
H -3.40 -24.58 3.89
N -4.46 -25.44 7.64
H -5.21 -25.83 8.19
H -7.94 -21.74 7.01
N -2.41 -19.04 3.27
H -2.76 -20.45 1.67
C -1.42 -24.79 3.93
H -8.07 -24.18 8.62
H -0.22 -24.13 2.28
H -2.52 -24.76 6.65
H -7.28 -23.38 -0.44
O -1.00 -20.35 4.27
H -1.95 -21.84 2.21
N -2.56 -24.61 3.33
H 0.55 -24.33 3.68
N -5.54 -22.47 3.35
N -2.65 -24.29 7.53
N -8.69 -21.72 6.34
N -2.23 -20.89 2.41
H -9.36 -23.93 7.44
H -2.21 -18.26 3.88
O -7.01 -25.80 6.93
N -9.09 -19.60 6.72
O -10.45 -20.79 5.39
N -7.00 -23.87 3.90
N -0.35 -24.44 3.24
H -1.94 -23.69 7.91
*
```

Properties
Gap between HOMO and LUMO (spin up / spin down): 0.3536 / 0.1509 hartree
<S²>: 0.7723
E_tot: -42902.186 eV
LUMO level (spin up / spin down): -2.25 / -7.77 eV
ΔE to the lowest compared entry with this formula, charge and spin: 0.609 eV



Here is C10H18N2O3S in the gas phase from the Open Molecules 2025 dataset. Energies are from wB97M-V/def2-TZVPD.

Structure (ORCA input):
```
! wB97M-V def2-TZVPD RIJCOSX def2/J DEFGRID3
* xyz 0 1
N 3.04 0.00 -0.52
O -0.68 -2.19 -1.03
H -4.19 0.93 -1.77
H -3.17 0.07 1.00
N 0.75 0.06 -0.47
O -1.91 -1.96 0.83
C -2.68 1.03 0.82
H 4.95 1.65 -1.47
H -5.68 1.77 -1.28
C 4.74 1.39 0.73
H -2.30 1.42 1.76
H -1.03 1.86 -0.28
C 5.31 1.08 -0.63
C -1.54 0.90 -0.19
C -4.84 1.18 -0.93
H 0.77 -0.37 -1.38
H -3.15 -3.44 1.45
C -0.50 -0.15 0.24
H 3.99 2.16 0.80
H 2.95 -0.12 -1.51
H -1.93 0.64 -1.17
C 4.36 0.12 0.02
H 5.38 1.31 1.59
H 4.76 -0.81 0.41
H -3.00 -3.28 -0.33
H -1.68 -4.01 0.60
C 1.92 0.09 0.26
H -5.20 0.28 -0.44
C -2.47 -3.26 0.62
S -3.95 2.21 0.27
H 6.35 0.79 -0.71
O 1.95 0.25 1.46
H -0.29 -0.05 1.31
C -1.02 -1.54 -0.06
*
```

Properties
Gap between HOMO and LUMO: 0.3399 hartree
E_tot: -30620.212 eV
LUMO level: 0.71 eV
SMILES: COC(=O)[C@H](CCSC)NC(=O)NC1CC1
ΔE to the lowest compared entry with this formula, charge and spin: 0.938 eV